No. 1
Density functional theory data (ωB97M-V/def2-TZVPD) for a cluster of 3 separate species, C17H38N3O8 in total at a distorted geometry.

HOMO energy: -4.13 eV
Multiplicity: 1
Net charge: -1

CARTESIAN COORDINATES (ANGSTROEM)
O (1.407, -1.293, -1.024)
O (-1.713, -4.590, -4.408)
O (2.320, -1.698, -4.354)
O (2.434, 3.544, 1.329)
O (-5.127, -1.897, -0.312)
O (-2.033, -4.711, -2.187)
O (1.544, -0.538, 2.915)
O (0.372, -2.271, -3.746)
N (1.240, -1.906, -4.760)
N (-2.059, -2.021, -1.874)
N (-5.103, -0.811, -3.886)
C (3.180, 4.477, 0.574)
C (-0.943, -2.111, -0.980)
C (3.932, -1.114, 3.044)
C (-0.965, -1.955, -4.168)
C (-1.894, -4.113, -3.270)
C (2.863, -0.035, 3.004)
C (1.111, -1.359, 3.980)
C (-5.521, -1.078, -2.518)
C (-1.998, -2.534, -3.222)
C (-4.536, -1.840, -1.623)
C (-0.233, 0.320, -1.668)
C (0.040, -0.909, -0.809)
C (1.906, 4.012, 2.554)
C (0.934, 5.170, 2.401)
C (1.104, -0.662, 5.332)
C (-3.152, -1.168, -1.509)
C (4.415, 5.002, 1.288)
H (2.112, -0.410, 5.666)
H (0.095, -1.656, 3.719)
H (-4.909, -1.667, -4.387)
H (4.157, 5.607, 2.159)
H (-5.797, -0.146, -2.021)
H (3.481, 3.941, -0.326)
H (3.005, 0.576, 2.113)
H (-0.353, -2.987, -1.251)
H (0.709, 0.695, -2.065)
H (-0.011, -0.598, 0.241)
H (1.427, 6.070, 2.031)
H (-1.134, -2.433, -5.134)
H (5.002, 5.625, 0.613)
H (-1.335, -2.334, 0.020)
H (2.716, 4.275, 3.246)
H (-4.390, -2.851, -2.010)
H (-0.621, 1.117, -1.028)
H (-3.180, -0.204, -2.051)
H (5.037, 4.173, 1.631)
H (3.878, -1.711, 3.957)
H (-4.281, -0.223, -3.923)
H (-2.956, -2.323, -3.699)
H (3.817, -1.793, 2.198)
H (0.143, 4.910, 1.696)
H (-0.975, 0.160, -2.443)
H (4.923, -0.662, 3.001)
H (0.482, 5.411, 3.364)
H (-1.063, -0.878, -4.330)
H (-6.434, -1.676, -2.582)
H (0.657, -1.311, 6.085)
H (1.606, -1.993, -0.395)
H (-5.416, -2.798, -0.154)
H (0.529, 0.263, 5.279)
H (2.542, 5.307, 0.248)
H (2.957, 0.639, 3.865)
H (1.706, -2.279, 4.025)
H (1.387, 3.159, 2.993)
H (-3.041, -0.907, -0.455)

No. 2
Density functional theory data (ωB97M-V/def2-TZVPD) for a structure of composition C17H39AsBIO5P at a distorted geometry.

HOMO energy: -3.57 eV
Multiplicity: 1
Net charge: -1

CARTESIAN COORDINATES (ANGSTROEM)
I (2.777, -2.270, 1.000)
As (1.796, 0.015, -0.045)
P (1.006, 1.823, -1.341)
O (-1.947, -2.696, -1.042)
O (-0.776, -4.575, -1.057)
O (2.860, -1.656, -2.870)
O (4.014, 0.247, -3.631)
O (2.592, 1.174, 1.201)
C (-0.439, 1.491, -2.455)
C (4.437, 0.562, 2.665)
C (-3.976, -0.723, -0.210)
C (0.633, 3.386, -0.428)
C (-1.209, -3.690, 1.062)
C (-3.271, -0.256, 1.071)
C (0.086, -0.164, 1.045)
C (1.836, 4.082, 0.218)
C (-0.725, 0.035, -2.866)
C (-3.342, -2.976, -1.240)
C (-2.631, 1.124, 0.870)
C (-0.259, 0.967, 2.006)
C (3.535, 0.155, -1.115)
C (-1.273, -3.729, -0.449)
C (2.923, 0.796, 2.493)
C (-1.738, 1.453, 2.074)
C (-4.234, -2.237, -0.254)
B (3.435, -0.458, -2.559)
H (-2.015, 1.038, -0.029)
H (2.529, -1.651, -3.778)
H (-5.260, -2.443, -0.572)
H (-0.054, 0.599, 3.014)
H (-3.427, -0.381, -1.086)
H (-3.415, 1.854, 0.669)
H (4.291, -0.400, -0.550)
H (-3.499, -4.050, -1.083)
H (-0.284, 2.059, -3.372)
H (-0.659, -0.449, 0.304)
H (-3.987, -0.232, 1.897)
H (-4.146, -2.658, 0.749)
H (0.153, -0.591, -2.980)
H (2.757, 1.696, 3.121)
H (2.310, 0.038, 2.992)
H (-0.319, -4.230, 1.369)
H (-2.221, 1.047, 2.966)
H (-4.948, -0.222, -0.228)
H (1.563, 5.129, 0.374)
H (1.993, 3.681, 1.215)
H (1.167, -0.929, -1.096)
H (-1.452, -0.395, -2.184)
H (-1.357, 1.921, -2.033)
H (-1.757, 2.537, 2.217)
H (3.850, 1.194, -1.136)
H (4.685, 0.144, 3.638)
H (-1.229, 0.065, -3.837)
H (-1.134, -2.671, 1.424)
H (-3.608, -2.762, -2.273)
H (2.732, 4.026, -0.392)
H (-0.214, 3.302, 0.259)
H (0.255, -1.071, 1.627)
H (0.267, 4.096, -1.181)
H (4.886, 1.551, 2.550)
H (0.366, 1.854, 1.944)
H (4.839, -0.020, 1.842)
H (-2.111, -4.163, 1.448)
H (4.849, 0.589, -3.284)
H (-2.505, -0.983, 1.338)

No. 3
Density functional theory data (ωB97M-V/def2-TZVPD) for a cluster of 8 separate species, C17H39N3O5S4 in total at a distorted geometry.

HOMO energy: -8.81 eV
Multiplicity: 1

CARTESIAN COORDINATES (ANGSTROEM)
S (4.968, -1.834, -2.273)
S (4.455, 0.497, 5.178)
S (-3.758, 6.992, 0.468)
S (-3.665, -5.188, -0.087)
O (-4.034, 5.556, 0.084)
O (-1.044, -6.621, 4.453)
O (-2.622, -5.180, -1.143)
O (4.682, -1.014, 5.188)
O (6.084, -1.167, -1.510)
N (2.018, 6.556, -5.882)
N (-1.054, -0.873, -5.940)
N (0.834, 2.954, 0.741)
C (0.282, -4.712, 4.002)
C (0.049, 2.143, 0.467)
C (1.912, 4.890, -3.893)
C (-5.015, -6.281, -0.727)
C (0.469, -6.026, 6.140)
C (-5.410, 7.853, 0.706)
C (5.072, 1.106, 3.489)
C (-0.881, 1.058, 0.076)
C (1.953, 5.816, -4.989)
C (-1.929, -1.146, -6.651)
C (-0.144, -5.883, 4.804)
C (5.846, 1.335, 6.044)
C (-3.195, 7.772, -1.128)
C (4.396, -0.652, -3.505)
C (3.423, -1.946, -1.246)
C (-3.060, -1.558, -7.532)
C (-4.678, -3.651, -0.288)
H (4.745, -1.038, -4.463)
H (1.248, -4.385, 4.388)
H (6.731, 1.623, 5.477)
H (-5.877, 7.135, 1.380)
H (2.787, -2.641, -1.795)
H (-4.989, -3.471, -1.317)
H (-2.869, -2.329, -8.279)
H (2.855, -1.048, -1.005)
H (5.488, 2.258, 6.498)
H (-4.109, -2.733, -0.140)
H (-3.878, 7.390, -1.887)
H (1.531, -5.867, 5.954)
H (-5.879, 7.983, -0.270)
H (3.727, -2.411, -0.308)
H (4.466, 0.666, 2.697)
H (-5.576, 8.824, 1.173)
H (-3.478, -0.667, -8.000)
H (-0.933, 0.273, 0.831)
H (1.351, 5.313, -3.059)
H (-1.871, 1.503, 0.176)
H (4.726, 0.336, -3.184)
H (-5.833, -6.558, -0.061)
H (-3.857, -1.752, -6.814)
H (-5.549, -3.570, 0.362)
H (5.004, 2.183, 3.332)
H (3.307, -0.604, -3.503)
H (-3.388, 8.841, -1.032)
H (-5.452, -5.800, -1.603)
H (6.304, 0.714, 6.814)
H (0.541, -7.084, 6.391)
H (2.906, 4.570, -3.581)
H (6.029, 0.649, 3.239)
H (1.299, 4.086, -4.302)
H (0.063, -5.265, 6.806)
H (-4.529, -7.247, -0.868)
H (0.341, -4.886, 2.928)
H (-0.692, 0.689, -0.932)
H (-0.499, -3.965, 4.145)
H (-2.147, 7.491, -1.232)